(1)
The following is a quantum chemistry calculation of a 2-piece molecular cluster, C10H15N2 overall, from the OMol25 dataset.

Properties
HOMO level (alpha / beta) = -12.86 / -13.17 eV
Orbital gap (alpha / beta) = 7.3 / 8.1 eV

ORCA input file:
```
! wB97M-V def2-TZVPD RIJCOSX def2/J DEFGRID3
* xyz 1 1
C -0.730 0.726 -0.751
C 1.233 -0.164 0.415
C -0.420 1.997 -0.239
C 1.502 1.120 0.903
C 0.141 -0.215 -0.365
C 0.678 2.194 0.588
C -1.854 -3.044 -1.613
C -0.751 -2.920 -0.632
C 2.429 3.905 1.285
C 0.947 3.566 1.151
N -0.459 -3.933 0.090
N -2.644 -4.249 -1.390
H -1.585 0.579 -1.386
H 1.866 -0.997 0.663
H -1.070 2.819 -0.495
H 2.362 1.240 1.542
H -2.438 -2.109 -1.623
H -1.362 -3.107 -2.591
H 2.909 3.312 2.058
H 2.537 4.952 1.555
H 2.947 3.742 0.342
H 0.463 4.308 0.513
H 0.473 3.629 2.133
H -0.989 -4.806 -0.039
H 0.293 -3.925 0.767
H -3.148 -4.518 -2.229
H -3.328 -4.102 -0.655
*
```


(2)
The following is a quantum chemistry calculation of a 2-piece molecular cluster, C10H15N2 overall, from the OMol25 dataset.

Properties
HOMO level = -12.92 eV
Orbital gap = 8.7 eV

ORCA input file:
```
! wB97M-V def2-TZVPD RIJCOSX def2/J DEFGRID3
* xyz 1 1
C -1.625 1.968 0.228
C -0.333 1.577 -0.046
C -2.671 1.065 0.098
C -1.160 -0.645 -0.608
C -0.090 0.256 -0.469
C -2.455 -0.252 -0.319
C 2.172 -1.202 -1.181
C 1.217 -0.175 -0.720
C -3.599 -1.205 -0.419
C 3.477 1.018 -0.293
N 2.453 0.150 -0.724
N 1.129 -0.796 1.990
H -1.827 2.978 0.549
H 0.483 2.274 0.060
H -3.678 1.384 0.323
H -0.955 -1.655 -0.927
H 2.424 -2.024 -0.524
H 2.288 -1.396 -2.242
H -3.363 -2.042 -1.071
H -3.832 -1.600 0.570
H -4.490 -0.705 -0.791
H 3.055 1.988 -0.041
H 3.971 0.599 0.589
H 4.222 1.132 -1.083
H 0.422 -0.213 2.423
H 1.962 -0.725 2.566
H 0.801 -1.753 2.063
*
```


The most stable of them is (2).


(1)
The following is a quantum chemistry calculation of C35H36ClGeN3RhS as an isolated structure, from the OMol25 dataset.

Properties
⟨S²⟩ = 1.24
HOMO level (alpha / beta) = -13.37 / -13.36 eV
Orbital gap (alpha / beta) = 6.1 / 6.1 eV

ORCA input file:
```
! wB97M-V def2-TZVPD RIJCOSX def2/J DEFGRID3
* xyz 2 2
Rh 0.919 0.018 -1.206
Cl 5.315 0.724 -1.192
C 4.436 0.124 0.150
C 4.814 0.581 1.443
C 4.333 0.027 2.571
C 3.422 -1.167 2.524
C 2.650 -1.255 1.181
C 3.420 -0.821 -0.036
C 2.945 -1.250 -1.265
H 5.539 1.381 1.510
H 4.692 0.350 3.540
H 4.040 -2.069 2.604
H 2.282 -2.271 1.040
H 2.335 -2.150 -1.306
H 3.454 -0.967 -2.177
C -3.473 2.089 -4.554
C -3.830 2.065 -3.213
C -3.227 1.161 -2.346
C -2.267 0.282 -2.839
C -1.911 0.301 -4.184
C -2.516 1.210 -5.042
Ge -1.305 -0.943 -1.579
C -2.111 -0.594 0.210
C -2.766 -1.574 0.947
C -3.223 -1.302 2.230
C -3.012 -0.053 2.798
C -2.361 0.936 2.071
C -1.914 0.664 0.788
C -1.886 -2.742 -2.192
C -3.243 -3.034 -2.177
C -3.672 -4.307 -2.526
C -2.752 -5.273 -2.910
C -1.398 -4.976 -2.941
C -0.963 -3.705 -2.590
H -3.955 2.789 -5.225
H -4.580 2.747 -2.831
H -3.518 1.140 -1.303
H -1.178 -0.398 -4.572
H -2.236 1.229 -6.087
H -2.930 -2.555 0.517
H -3.752 -2.066 2.786
H -3.369 0.156 3.799
H -2.211 1.921 2.497
H -1.421 1.449 0.221
H -3.968 -2.275 -1.903
H -4.728 -4.537 -2.507
H -3.094 -6.257 -3.202
H -0.680 -5.729 -3.240
H 0.096 -3.474 -2.623
S 1.152 -0.177 1.140
C 2.417 -1.174 3.653
N 1.985 -0.032 4.134
C 0.875 0.078 5.079
C 0.804 -1.179 5.934
C 0.837 -2.416 5.048
N 1.946 -2.319 4.095
H 2.343 0.811 3.709
H -0.048 0.217 4.509
H 1.036 0.956 5.700
H -0.115 -1.178 6.516
H 1.645 -1.202 6.627
H -0.096 -2.517 4.488
H 0.973 -3.312 5.651
H 2.321 -3.175 3.717
C 1.304 6.358 -1.745
C 1.228 4.868 -1.804
C 2.371 4.073 -1.888
C 2.254 2.699 -1.914
N 1.069 2.079 -1.885
C -0.043 2.832 -1.854
C -0.002 4.207 -1.799
H 2.303 6.706 -1.493
H 0.593 6.754 -1.021
H 1.038 6.776 -2.719
H 3.353 4.524 -1.925
H 3.130 2.067 -1.967
H -0.991 2.309 -1.895
H -0.926 4.767 -1.749
*
```


(2)
The following is a quantum chemistry calculation of C35H36ClGeN3RhS as an isolated structure, from the OMol25 dataset.

Properties
⟨S²⟩ = 1.02
HOMO level (alpha / beta) = -13.54 / -13.43 eV
Orbital gap (alpha / beta) = 6.0 / 5.9 eV

ORCA input file:
```
! wB97M-V def2-TZVPD RIJCOSX def2/J DEFGRID3
* xyz 2 2
Rh 0.666 0.545 0.796
Cl 0.370 3.373 1.987
C -0.877 2.319 2.563
C -2.199 2.701 2.558
C -3.184 1.762 2.848
C -2.839 0.441 3.143
C -1.523 0.060 3.201
C -0.470 0.991 2.937
C 0.886 0.642 3.136
H -2.475 3.718 2.324
H -4.222 2.052 2.827
H -3.618 -0.278 3.343
H -1.237 -0.943 3.487
H 1.093 -0.341 3.546
H 1.627 1.410 3.335
C -3.735 -0.522 -3.017
C -2.769 -1.434 -3.410
C -1.758 -1.801 -2.538
C -1.699 -1.238 -1.271
C -2.673 -0.320 -0.880
C -3.689 0.033 -1.749
Ge -0.166 -1.604 -0.039
C 1.104 -2.865 -1.006
C 1.803 -2.280 -2.051
C 2.681 -3.049 -2.799
C 2.872 -4.383 -2.488
C 2.172 -4.961 -1.445
C 1.285 -4.199 -0.697
C -0.954 -2.921 1.290
C -2.304 -3.198 1.303
C -2.821 -3.915 2.371
C -1.985 -4.367 3.375
C -0.628 -4.090 3.342
C -0.103 -3.371 2.282
H -4.534 -0.254 -3.691
H -2.805 -1.865 -4.397
H -1.017 -2.526 -2.844
H -2.636 0.091 0.126
H -4.455 0.725 -1.434
H 1.653 -1.234 -2.293
H 3.210 -2.595 -3.624
H 3.568 -4.975 -3.064
H 2.305 -6.005 -1.208
H 0.732 -4.669 0.103
H -2.952 -2.854 0.511
H -3.877 -4.129 2.399
H -2.390 -4.949 4.190
H 0.026 -4.434 4.128
H 0.956 -3.144 2.243
S -0.392 1.731 -0.921
C -1.076 3.320 -0.998
N -0.380 4.304 -1.538
C -0.923 5.632 -1.766
C -2.058 5.901 -0.782
C -3.048 4.740 -0.780
N -2.323 3.494 -0.594
H 0.562 4.110 -1.848
H -1.276 5.706 -2.800
H -0.122 6.358 -1.626
H -2.563 6.825 -1.057
H -1.649 6.026 0.222
H -3.609 4.693 -1.720
H -3.763 4.850 0.037
H -2.803 2.704 -0.184
C 6.781 0.141 -1.258
C 5.403 0.256 -0.717
C 4.855 -0.705 0.131
C 3.573 -0.536 0.613
N 2.830 0.525 0.308
C 3.335 1.452 -0.505
C 4.601 1.354 -1.038
H 7.270 -0.770 -0.923
H 7.373 0.998 -0.937
H 6.760 0.158 -2.348
H 5.426 -1.575 0.416
H 3.129 -1.268 1.278
H 2.703 2.304 -0.719
H 4.971 2.125 -1.694
*
```


The most stable of them is (2).


(1)
The following is a quantum chemistry calculation of one molecule with the formula CH3NOS, from the OMol25 dataset.

Properties
HOMO level = -9.78 eV
Orbital gap = 10.4 eV

ORCA input file:
```
! wB97M-V def2-TZVPD RIJCOSX def2/J DEFGRID3
* xyz 0 1
O -1.521 -0.140 -0.990
C -0.746 -0.687 -0.276
N 0.267 -0.114 0.381
S 0.881 1.316 -0.350
H -0.798 -1.839 0.018
H 1.114 -0.703 0.481
H 0.802 2.167 0.736
*
```


(2)
The following is a quantum chemistry calculation of one molecule with the formula CH3NOS, from the OMol25 dataset.

Properties
HOMO level (alpha / beta) = -9.51 / -9.50 eV
Orbital gap (alpha / beta) = 7.5 / 7.5 eV

ORCA input file:
```
! wB97M-V def2-TZVPD RIJCOSX def2/J DEFGRID3
* xyz 0 1
C -0.479 -0.626 0.454
N -0.058 0.655 -0.048
O -1.271 -0.932 -0.569
S 1.027 0.687 -1.267
H 0.442 -1.357 0.511
H -1.112 -0.482 1.422
H 0.668 1.856 -2.027
*
```


(3)
The following is a quantum chemistry calculation of CH3NOS as an isolated structure, from the OMol25 dataset.

Properties
HOMO level = -8.68 eV
Orbital gap = 8.7 eV

ORCA input file:
```
! wB97M-V def2-TZVPD RIJCOSX def2/J DEFGRID3
* xyz 0 1
C 0.760 0.277 -0.072
N -0.224 -0.609 -0.226
O -1.477 -0.267 0.283
S 2.305 -0.010 -0.280
H 0.267 1.282 0.159
H -0.128 -1.575 -0.497
H -1.503 0.901 0.632
*
```


(4)
The following is a quantum chemistry calculation of one molecule with the formula CH3NOS, from the OMol25 dataset.

Properties
HOMO level = -9.45 eV
Orbital gap = 9.5 eV

ORCA input file:
```
! wB97M-V def2-TZVPD RIJCOSX def2/J DEFGRID3
* xyz 0 1
C 0.395 1.617 -0.056
S -0.558 0.286 0.004
N 0.531 -1.048 0.104
O -1.929 -0.343 -0.001
H -0.086 2.603 -0.314
H 0.204 -1.925 -0.203
H 1.443 -1.189 0.467
*
```


The most stable of them is (1).


(1)
The following is a quantum chemistry calculation of C15H40O5 as an isolated structure, from the OMol25 dataset.

Properties
HOMO level = -8.32 eV
Orbital gap = 8.8 eV

ORCA input file:
```
! wB97M-V def2-TZVPD RIJCOSX def2/J DEFGRID3
* xyz 0 1
C -20.521 -20.937 18.129
C -20.650 -19.981 19.304
C -19.515 -18.905 19.202
O -21.855 -19.268 19.246
H -20.842 -20.374 17.253
H -21.042 -21.844 18.437
H -19.468 -21.123 17.921
H -20.486 -20.425 20.286
H -18.537 -19.381 19.271
H -19.426 -18.075 19.904
H -19.561 -18.442 18.216
H -22.596 -19.878 19.284
C -24.166 -19.941 21.034
C -24.040 -21.181 20.241
C -25.147 -21.388 19.168
O -22.794 -21.089 19.472
H -25.093 -19.929 21.608
H -24.098 -19.185 20.252
H -23.371 -19.824 21.770
H -24.051 -22.036 20.916
H -24.957 -22.065 18.334
H -25.431 -20.472 18.650
H -26.041 -21.796 19.640
H -22.956 -21.546 18.643
C -23.147 -24.905 18.040
C -23.079 -23.652 18.917
C -21.840 -23.649 19.877
O -22.872 -22.541 18.136
H -24.162 -25.120 17.706
H -22.840 -25.830 18.529
H -22.373 -24.966 17.275
H -23.995 -23.570 19.501
H -21.802 -22.688 20.389
H -20.941 -23.595 19.264
H -21.882 -24.365 20.698
H -23.064 -22.669 17.204
C -30.585 -21.088 19.135
C -29.187 -21.335 18.682
C -28.261 -21.959 19.735
O -29.144 -22.389 17.668
H -30.617 -20.402 19.982
H -31.336 -21.849 19.344
H -31.093 -20.507 18.366
H -28.786 -20.393 18.308
H -27.200 -22.002 19.487
H -28.617 -22.957 19.989
H -28.331 -21.286 20.589
H -29.394 -21.951 16.851
C -27.283 -19.241 22.499
C -28.520 -20.172 22.730
C -29.302 -19.836 24.013
O -29.360 -20.217 21.641
H -26.471 -19.257 23.226
H -27.631 -18.231 22.281
H -26.716 -19.471 21.596
H -28.209 -21.214 22.807
H -30.222 -20.415 24.089
H -29.633 -18.800 23.934
H -28.660 -19.920 24.890
H -30.116 -20.670 22.024
*
```


(2)
The following is a quantum chemistry calculation of a 5-piece molecular cluster, C15H40O5 overall, from the OMol25 dataset.

Properties
HOMO level = -10.00 eV
Orbital gap = 10.6 eV

ORCA input file:
```
! wB97M-V def2-TZVPD RIJCOSX def2/J DEFGRID3
* xyz 0 1
C 3.779 -8.054 -2.739
C 3.333 -7.405 -1.387
C 2.202 -6.302 -1.465
O 2.855 -8.379 -0.474
H 2.957 -8.651 -3.135
H 4.643 -8.713 -2.651
H 3.948 -7.307 -3.515
H 4.135 -6.769 -1.013
H 2.436 -5.506 -2.172
H 2.085 -5.678 -0.578
H 1.296 -6.874 -1.666
H 2.284 -8.999 -0.934
C 1.579 0.281 -1.332
C 2.124 0.759 0.015
C 1.528 1.987 0.586
O 2.076 -0.255 0.993
H 1.883 1.006 -2.087
H 0.527 0.027 -1.207
H 1.967 -0.651 -1.743
H 3.140 1.115 -0.158
H 0.490 2.025 0.917
H 1.606 2.784 -0.153
H 2.051 2.168 1.525
H 2.647 0.038 1.707
C 4.570 5.380 4.305
C 5.689 4.414 4.006
C 6.885 4.494 4.998
O 5.220 3.116 4.127
H 4.040 5.142 5.227
H 3.895 5.436 3.451
H 4.938 6.386 4.509
H 6.166 4.526 3.032
H 6.556 4.211 5.998
H 7.268 5.514 5.043
H 7.711 3.814 4.789
H 5.970 2.555 4.342
C -3.795 -2.417 -4.735
C -4.799 -1.216 -4.335
C -4.083 0.148 -3.991
O -5.580 -0.987 -5.463
H -4.212 -3.424 -4.763
H -2.982 -2.431 -4.010
H -3.279 -2.250 -5.681
H -5.331 -1.538 -3.439
H -3.565 0.543 -4.865
H -3.234 0.078 -3.310
H -4.738 0.915 -3.577
H -6.162 -1.724 -5.662
C -6.369 2.002 1.169
C -6.598 3.137 2.151
C -5.282 3.814 2.471
O -7.497 4.068 1.623
H -6.331 1.058 1.713
H -5.414 2.086 0.651
H -7.085 1.949 0.349
H -6.972 2.814 3.123
H -5.508 4.514 3.276
H -4.870 4.352 1.618
H -4.431 3.180 2.722
H -8.362 3.694 1.806
*
```


The most stable of them is (2).